1.
99
Properties=species:S:1:pos:R:3:forces:R:3 method="wB97M-V/def2-TZVPD" total_charge=0 de_lowest_kj_mol=4.42 spin_multiplicity=5 s2=6.033 gap_ha="0.261 / 0.260"
O -0.935 0.906 -2.058 -1.309 -1.114 -0.248
O 2.217 -1.323 -4.489 0.387 -0.444 0.536
C -2.034 0.200 -2.891 1.059 0.747 0.620
C -3.119 1.194 -3.181 -0.317 0.183 0.113
H -2.355 -0.641 -2.271 0.195 0.275 -0.088
H -1.505 -0.152 -3.780 -0.132 -0.040 0.275
H -3.590 1.536 -2.249 0.098 -0.067 -0.265
H -3.878 0.718 -3.810 0.026 -0.051 0.143
H -2.750 2.057 -3.742 -0.057 -0.126 0.226
C -0.040 1.905 -2.642 -0.030 0.685 0.423
C 0.024 1.809 -4.134 0.359 -0.124 -0.339
H 0.935 1.743 -2.175 -0.124 -0.115 -0.012
H -0.423 2.875 -2.309 0.152 -0.201 -0.168
H 0.442 0.857 -4.474 -0.047 0.068 0.005
H 0.706 2.602 -4.463 -0.122 -0.110 0.022
H -0.942 1.988 -4.608 0.173 0.000 -0.027
C 3.301 -0.926 -3.647 -0.300 0.394 -0.005
C 1.899 -2.720 -4.478 -0.328 0.246 -0.403
C 3.904 0.322 -4.271 0.006 0.038 -0.078
H 4.072 -1.713 -3.554 -0.379 0.111 -0.101
H 2.910 -0.687 -2.634 0.264 -0.247 -0.305
H 4.174 0.135 -5.319 -0.063 0.000 0.304
H 4.804 0.614 -3.727 -0.045 0.083 -0.002
H 3.190 1.156 -4.248 0.170 -0.193 0.008
C 2.101 -3.236 -5.894 0.163 -0.100 0.046
H 0.834 -2.812 -4.199 0.390 -0.077 0.105
H 2.515 -3.299 -3.765 -0.253 0.401 -0.138
H 1.563 -2.608 -6.614 0.056 -0.142 0.195
H 1.751 -4.267 -5.982 0.015 0.026 -0.058
H 3.168 -3.206 -6.149 -0.190 -0.023 -0.011
H -0.824 0.663 -1.053 0.181 0.057 -1.059
N -1.749 0.259 2.122 -3.152 -0.897 2.769
C -1.735 -0.331 3.340 -0.413 1.050 -1.591
C -0.536 -0.717 3.945 -0.097 -0.575 0.280
C 0.736 -0.342 3.517 0.514 1.655 -1.119
C -3.041 -0.544 4.041 -0.196 -0.338 0.618
H -3.764 -1.074 3.404 0.197 0.241 0.130
H -3.503 0.406 4.358 0.191 -0.263 -0.220
H -2.870 -1.151 4.937 -0.134 0.149 -0.124
C 1.944 -0.781 4.287 0.156 -0.282 0.612
H 2.314 0.013 4.957 -0.097 -0.196 -0.273
H 2.768 -1.077 3.622 -0.274 0.213 0.117
H 1.678 -1.648 4.905 0.134 0.221 -0.063
N 0.915 0.496 2.460 2.105 -0.451 3.266
C -2.987 0.771 1.585 -0.094 -0.685 0.808
C -3.814 -0.066 0.810 0.196 0.605 -0.049
C -3.516 -1.522 0.605 -0.156 -0.549 -0.140
C -4.956 0.491 0.236 -0.055 0.202 0.172
H -5.558 -0.134 -0.424 -0.044 0.157 0.209
C -5.337 1.801 0.527 0.016 -0.021 -0.231
H -6.253 2.205 0.101 0.166 -0.064 0.055
C -4.557 2.587 1.371 0.014 -0.248 -0.040
H -4.852 3.603 1.635 -0.025 -0.245 -0.137
C -3.378 2.080 1.912 0.009 -0.098 -0.278
C -2.554 2.928 2.833 -0.047 0.391 0.461
C 2.049 1.376 2.413 0.423 -0.820 0.375
C 3.121 1.085 1.550 -0.175 0.459 0.419
C 3.131 -0.163 0.730 -0.038 -0.295 -0.540
C 4.210 1.954 1.524 -0.046 0.209 0.166
H 5.032 1.735 0.842 -0.099 0.102 0.184
C 4.257 3.065 2.365 0.043 0.033 -0.015
H 5.124 3.728 2.347 -0.225 -0.174 -0.023
C 3.199 3.331 3.233 0.059 -0.110 -0.271
H 3.214 4.198 3.896 0.101 -0.201 -0.220
C 2.081 2.500 3.259 0.203 -0.266 -0.314
C 0.945 2.801 4.183 -0.377 0.225 0.228
Fe -0.273 0.466 1.078 0.876 -3.582 -2.070
H -2.951 -1.707 -0.319 -0.066 0.009 0.313
H -4.455 -2.089 0.509 0.221 0.207 0.036
H -2.955 -1.967 1.438 -0.027 0.219 -0.304
H -2.113 2.353 3.659 -0.078 0.065 -0.308
H -3.186 3.703 3.293 0.167 -0.177 -0.198
H -1.742 3.438 2.298 -0.197 -0.178 0.160
H 3.911 -0.099 -0.040 -0.064 -0.077 0.180
H 2.175 -0.344 0.213 0.325 0.083 0.316
H 3.338 -1.054 1.342 -0.073 0.275 -0.124
H -0.019 2.779 3.657 0.322 -0.099 0.121
H 1.070 3.805 4.607 -0.039 -0.196 -0.036
H 0.883 2.093 5.023 -0.015 0.082 -0.213
H -0.610 -1.291 4.870 0.080 0.049 -0.358
C -0.135 -1.107 -0.272 -0.157 -0.110 -0.571
Si 0.270 -2.915 0.094 -0.401 0.777 -0.441
H -1.130 -1.143 -0.759 0.358 -0.371 0.089
H 0.552 -0.786 -1.076 0.009 -0.358 0.017
C -0.740 -3.876 -1.188 -0.031 -0.416 0.059
C -0.181 -3.533 1.813 -0.041 -0.236 0.155
C 2.090 -3.258 -0.234 0.191 -0.290 0.030
H 2.445 -2.717 -1.122 -0.076 -0.070 0.224
H 2.245 -4.333 -0.422 -0.024 0.250 0.084
H 2.716 -2.977 0.624 -0.103 -0.078 -0.255
H -1.763 -3.479 -1.257 0.234 -0.103 0.003
H -0.820 -4.942 -0.927 0.003 0.151 -0.114
H -0.279 -3.818 -2.186 -0.120 0.076 0.240
H -1.144 -3.128 2.165 0.358 -0.102 -0.101
H 0.594 -3.258 2.548 -0.312 -0.053 -0.200
H -0.266 -4.635 1.800 0.074 0.396 0.049
Se -0.640 4.841 -0.576 -0.095 0.875 -0.099
C -0.430 3.277 0.164 0.276 -3.573 1.050
N -0.330 2.147 0.566 -0.357 7.285 -2.672

***

2.
99
Properties=species:S:1:pos:R:3:forces:R:3 method="wB97M-V/def2-TZVPD" total_charge=+1 de_lowest_kj_mol=78.80 spin_multiplicity=6 s2=8.786 gap_ha="0.265 / 0.127"
O -0.596 -1.293 -1.923 -0.024 0.756 0.057
O 1.937 -4.913 -3.155 0.382 -0.175 -0.555
C -1.811 -2.033 -1.748 0.075 -0.562 -0.130
C -3.111 -1.344 -2.134 -0.087 0.193 0.084
H -1.817 -2.272 -0.681 -0.059 -0.080 -0.130
H -1.745 -2.987 -2.313 0.081 0.371 0.276
H -3.258 -0.381 -1.625 0.165 -0.255 -0.223
H -3.931 -2.001 -1.825 0.090 0.048 -0.057
H -3.205 -1.196 -3.216 0.009 0.014 0.211
C -0.508 -0.544 -3.143 -0.410 -0.039 0.079
C -0.319 -1.450 -4.348 0.027 -0.023 -0.045
H 0.348 0.136 -3.029 -0.231 -0.152 0.048
H -1.422 0.073 -3.244 0.529 -0.069 -0.057
H 0.469 -2.184 -4.138 -0.126 0.084 -0.064
H -0.035 -0.876 -5.241 -0.119 -0.091 0.235
H -1.249 -1.983 -4.568 0.177 -0.008 -0.048
C 3.367 -4.970 -3.294 -0.419 0.023 0.080
C 1.214 -5.817 -4.004 0.058 0.128 0.146
C 3.924 -3.801 -4.091 0.051 -0.003 -0.271
H 3.664 -5.911 -3.783 -0.071 0.155 0.291
H 3.784 -4.946 -2.274 -0.131 -0.166 -0.259
H 3.524 -3.796 -5.116 0.108 0.083 0.358
H 5.011 -3.919 -4.160 -0.072 0.083 -0.020
H 3.716 -2.831 -3.619 -0.093 -0.262 -0.069
C 1.449 -5.638 -5.497 0.092 0.017 -0.125
H 0.155 -5.643 -3.769 0.292 -0.044 0.015
H 1.463 -6.856 -3.733 -0.080 0.199 0.048
H 1.313 -4.600 -5.834 0.009 -0.254 0.197
H 0.723 -6.261 -6.029 0.103 0.055 -0.008
H 2.450 -5.982 -5.794 -0.244 0.164 0.046
H 1.357 -4.278 -1.096 0.230 -0.725 0.995
N -0.451 2.265 -0.016 0.345 2.652 -0.638
C 0.169 3.331 0.559 -2.237 -1.111 -1.658
C 1.326 3.193 1.307 1.458 -0.190 1.010
C 2.104 2.037 1.388 -0.367 -0.477 -0.501
C -0.441 4.695 0.395 0.201 0.593 0.224
H -1.525 4.656 0.229 0.337 -0.100 0.025
H 0.012 5.262 -0.434 -0.122 -0.290 0.185
H -0.235 5.279 1.305 -0.137 -0.176 -0.285
C 3.455 2.072 2.037 0.367 0.510 0.206
H 4.251 1.776 1.332 -0.256 0.055 0.205
H 3.523 1.416 2.923 -0.141 0.152 -0.427
H 3.659 3.098 2.367 0.088 -0.351 -0.064
N 1.670 0.861 0.866 3.737 -0.477 -0.434
C -1.396 2.460 -1.087 -0.426 0.786 0.359
C -2.762 2.177 -0.878 0.199 0.158 -0.321
C -3.278 1.582 0.395 -0.106 -0.195 0.566
C -3.681 2.504 -1.878 0.074 0.001 -0.276
H -4.740 2.290 -1.717 0.319 0.076 -0.002
C -3.270 3.111 -3.061 0.117 -0.054 0.141
H -3.991 3.388 -3.825 0.083 -0.069 0.154
C -1.917 3.368 -3.260 -0.014 -0.150 -0.094
H -1.571 3.840 -4.180 -0.149 -0.120 0.154
C -0.968 3.031 -2.299 -0.300 -0.022 0.267
C 0.473 3.334 -2.571 0.478 0.061 -0.278
C 2.587 -0.204 0.573 -0.683 1.030 2.702
C 2.802 -1.194 1.543 -0.942 0.947 -0.329
C 1.943 -1.274 2.763 0.056 -0.329 0.436
C 3.884 -2.061 1.383 -0.556 -0.258 0.211
H 4.077 -2.793 2.165 0.125 0.116 -0.136
C 4.678 -1.994 0.235 0.806 0.638 -2.062
H 5.516 -2.682 0.120 -0.234 0.187 -0.032
C 4.391 -1.067 -0.766 1.609 -1.951 0.631
H 4.982 -1.035 -1.683 -0.114 -0.098 0.306
C 3.349 -0.155 -0.611 -0.588 1.003 -0.930
C 3.057 0.846 -1.686 0.681 -0.216 -0.117
Fe -0.115 0.557 0.657 -2.584 -1.941 0.077
H -3.793 0.629 0.201 0.123 0.249 0.061
H -4.023 2.250 0.858 0.311 -0.214 -0.094
H -2.480 1.379 1.127 -0.545 0.199 -0.265
H 1.158 2.703 -1.993 -0.295 0.229 -0.069
H 0.719 4.386 -2.360 -0.031 -0.272 -0.019
H 0.682 3.168 -3.636 0.015 0.076 0.216
H 2.153 -2.216 3.283 -0.050 0.197 0.005
H 0.867 -1.249 2.535 0.363 0.093 -0.012
H 2.142 -0.450 3.466 -0.104 -0.173 -0.250
H 3.015 1.878 -1.314 -0.189 -0.277 0.165
H 2.105 0.623 -2.189 0.054 0.043 0.323
H 3.843 0.813 -2.452 -0.207 -0.067 0.175
H 1.738 4.083 1.796 -0.306 -0.390 -0.222
C 1.703 -4.500 -0.049 0.051 0.215 -0.130
Si 1.542 -6.267 0.703 -0.269 -0.399 -0.060
H 2.782 -4.278 -0.048 -0.073 0.172 0.057
H 1.201 -3.760 0.601 0.192 -0.282 -0.043
C -0.114 -6.991 0.193 -0.019 0.091 -0.017
C 1.638 -6.254 2.600 0.019 0.327 -0.020
C 2.891 -7.480 0.156 0.063 0.280 -0.216
H 2.710 -8.483 0.573 -0.068 0.341 -0.063
H 3.890 -7.169 0.493 -0.172 -0.035 -0.098
H 2.918 -7.579 -0.938 0.041 -0.004 0.178
H -0.933 -6.466 0.703 0.079 -0.118 -0.163
H -0.185 -8.060 0.440 0.024 0.269 -0.036
H -0.247 -6.876 -0.891 -0.061 -0.056 0.197
H 1.040 -5.444 3.038 0.056 -0.122 -0.048
H 2.669 -6.136 2.962 -0.163 0.006 -0.104
H 1.261 -7.197 3.025 0.088 0.210 -0.264
O -1.321 0.753 4.594 0.147 -0.358 -0.890
C -1.133 0.448 3.464 0.103 0.034 -0.627
N -0.939 0.147 2.304 -0.615 -0.122 1.952